## w
{"formula": "C5H15N2O", "method": "the ωB97M-V functional and the def2-TZVPD basis", "total_charge": 1, "e_homo_ev": -13.84, "symbols": ["C", "C", "C", "C", "C", "N", "N", "H", "H", "H", "H", "H", "H", "H", "H", "H", "H", "H", "H", "H", "H", "H", "O"], "xyz": [[1.17, -1.63, 1.29], [0.69, -0.63, 0.27], [-0.82, -0.92, 0.06], [-1.71, 0.01, -0.69], [-3.38, 1.41, 0.25], [-2.16, 0.98, 0.35], [0.82, 0.73, 0.71], [2.32, -1.60, 1.25], [0.77, -2.60, 1.10], [0.95, -1.42, 2.33], [1.32, -0.91, -0.65], [-0.92, -1.96, -0.35], [-1.20, -0.90, 1.01], [-1.10, 0.61, -1.37], [-2.47, -0.46, -1.24], [-3.86, 2.17, 0.86], [-4.17, 1.07, -0.40], [1.38, 1.87, -1.62], [1.70, 0.97, 0.96], [0.59, 1.34, -0.06], [2.55, 0.78, -1.44], [4.08, 0.90, -1.43], [3.44, 0.20, -1.18]]}

## x
{"formula": "C5H15N2O", "method": "the ωB97M-V functional and the def2-TZVPD basis", "total_charge": 1, "e_homo_ev": -12.95, "symbols": ["C", "N", "C", "C", "N", "C", "C", "O", "H", "H", "H", "H", "H", "H", "H", "H", "H", "H", "H", "H", "H", "H", "H"], "xyz": [[-2.04, -0.35, -0.65], [-0.61, -0.31, -0.34], [0.16, -1.23, -1.16], [1.44, -1.57, -0.39], [0.94, -2.21, 0.91], [-0.12, 1.11, -0.42], [-0.09, 1.71, 0.97], [0.17, 3.10, 0.88], [-2.26, -0.13, -1.71], [-2.52, -1.29, -0.43], [-2.53, 0.41, -0.04], [0.45, -0.87, -2.16], [-0.44, -2.12, -1.32], [1.96, -2.39, -0.84], [2.02, -0.69, -0.17], [1.59, -2.75, 1.46], [0.17, -2.83, 0.65], [0.51, -1.55, 1.57], [-0.80, 1.72, -1.02], [0.83, 1.07, -0.95], [-1.10, 1.62, 1.38], [0.67, 1.25, 1.61], [1.03, 3.33, 1.24]]}

Stability summary - winner: x; margin: 0.2998 hartree.

## w
{"formula": "C5H15N2O", "method": "the ωB97M-V functional and the def2-TZVPD basis", "total_charge": 1, "e_homo_ev": -11.55, "symbols": ["C", "C", "C", "N", "C", "C", "N", "H", "H", "H", "H", "H", "H", "H", "H", "H", "H", "H", "H", "H", "H", "H", "O"], "xyz": [[-0.78, -0.23, -1.50], [0.31, 0.85, -1.76], [1.35, 1.03, -0.63], [-0.45, 2.00, 2.55], [0.07, 2.03, 1.28], [0.83, 1.03, 0.78], [-0.22, -1.31, -0.64], [-1.06, -0.60, -2.46], [-1.55, 0.30, -0.97], [0.80, 0.76, -2.73], [-0.23, 1.78, -1.88], [1.88, 1.95, -0.87], [2.14, 0.28, -0.76], [-0.06, 1.31, 3.16], [-0.81, 2.85, 2.95], [-0.33, 2.78, 0.61], [1.29, 0.36, 1.50], [-0.03, -0.85, 0.26], [-0.78, -2.15, -0.46], [0.69, -1.59, -0.99], [-1.03, -4.65, -0.62], [-0.47, -4.30, 0.79], [-0.80, -3.92, -0.03]]}

## x
{"formula": "C5H15N2O", "method": "the ωB97M-V functional and the def2-TZVPD basis", "total_charge": 1, "e_homo_ev": -11.54, "symbols": ["C", "C", "C", "N", "C", "C", "N", "H", "H", "H", "H", "H", "H", "H", "H", "H", "H", "H", "H", "H", "H", "H", "O"], "xyz": [[-1.57, 0.72, -0.69], [-0.74, 1.61, 0.20], [0.15, 1.05, 1.30], [-0.12, -2.63, 1.85], [-0.12, -1.25, 2.00], [0.51, -0.43, 1.13], [-0.60, -0.10, -1.64], [-2.08, 1.23, -1.50], [-2.12, 0.00, -0.08], [-0.15, 2.21, -0.52], [-1.54, 2.26, 0.61], [-0.34, 1.27, 2.25], [1.16, 1.51, 1.39], [0.69, -3.03, 1.39], [-0.43, -3.23, 2.59], [-0.52, -0.88, 2.95], [1.40, -0.76, 0.63], [-0.19, -0.92, -1.17], [-1.00, -0.43, -2.51], [0.29, 0.42, -1.70], [2.72, 0.35, -2.95], [2.01, 1.76, -3.26], [1.93, 0.88, -2.88]]}

## y
{"formula": "C5H15N2O", "method": "the ωB97M-V functional and the def2-TZVPD basis", "total_charge": 1, "e_homo_ev": -11.11, "symbols": ["C", "C", "C", "C", "N", "C", "N", "H", "H", "H", "H", "H", "H", "H", "H", "H", "H", "H", "H", "H", "H", "H", "O"], "xyz": [[0.41, -0.92, 3.42], [0.50, 0.24, 2.45], [1.10, -0.11, 1.06], [0.61, -1.09, -0.54], [-1.37, -1.47, -2.69], [-0.77, -0.33, -2.44], [0.04, -0.07, -1.48], [0.29, -0.55, 4.46], [1.34, -1.50, 3.28], [-0.42, -1.61, 3.31], [1.04, 1.13, 2.79], [-0.44, 0.81, 2.36], [0.45, -1.19, 0.71], [2.13, 0.14, 0.74], [1.67, -1.22, -0.80], [0.14, -2.04, -0.77], [-1.38, -2.22, -2.00], [-2.06, -1.52, -3.41], [-0.85, 0.44, -3.16], [0.14, 0.90, -1.20], [0.28, 3.51, 0.49], [-1.17, 3.03, 0.33], [-0.37, 3.24, -0.21]]}

## z
{"formula": "C5H15N2O", "method": "the ωB97M-V functional and the def2-TZVPD basis", "total_charge": 1, "e_homo_ev": -13.89, "symbols": ["C", "C", "C", "C", "N", "C", "N", "H", "H", "H", "H", "H", "H", "H", "H", "H", "H", "H", "H", "H", "H", "H", "O"], "xyz": [[-0.04, 2.92, 0.19], [0.45, 2.18, -0.97], [-0.48, 0.90, -1.01], [-0.52, 0.13, 0.26], [-0.33, -2.20, 1.99], [0.46, -2.08, 0.92], [0.57, -0.90, 0.25], [-0.91, 3.53, 0.05], [-0.37, 2.38, 1.11], [0.67, 3.62, 0.65], [0.46, 2.76, -1.94], [1.56, 1.89, -0.82], [-1.55, 1.27, -1.16], [-0.23, 0.22, -1.91], [-1.39, -0.46, 0.49], [-0.25, 0.90, 1.20], [-1.26, -1.73, 2.34], [-0.45, -3.14, 2.35], [1.12, -2.94, 0.77], [1.50, -0.57, -0.10], [0.75, -3.59, -1.80], [-0.01, -2.13, -1.72], [0.25, -2.98, -1.15]]}

Stability summary - winner: w; margin: 0.0321 hartree.

## w
{"formula": "CH4N4O", "method": "the ωB97M-V functional and the def2-TZVPD basis", "total_charge": 0, "e_homo_ev": -9.81, "symbols": ["C", "N", "N", "N", "N", "O", "H", "H", "H", "H"], "xyz": [[-1.09, -0.21, -0.48], [2.23, -0.02, 0.18], [1.45, -0.69, -0.60], [1.20, 0.80, 0.57], [0.43, 0.20, -0.42], [-1.62, -0.31, 0.79], [-1.61, 0.60, -0.98], [-1.07, -1.13, -1.06], [1.28, 1.80, 0.73], [-1.20, -1.04, 1.27]]}

## x
{"formula": "CH4N4O", "method": "the ωB97M-V functional and the def2-TZVPD basis", "total_charge": 0, "e_homo_ev": -9.33, "symbols": ["H", "N", "N", "C", "O", "H", "H", "H", "N", "N"], "xyz": [[1.01, 2.04, -0.28], [0.04, 1.85, -0.11], [-0.16, 0.75, 0.29], [0.82, -0.23, 0.24], [0.40, -1.36, -0.41], [1.76, 0.14, -0.31], [0.97, -0.60, 1.32], [-0.26, -1.03, -1.00], [-2.44, -1.08, -0.30], [-2.14, -0.48, 0.56]]}

Stability summary - winner: x; margin: 0.0793 hartree.

## w
{"formula": "C5H6N2S", "method": "the ωB97M-V functional and the def2-TZVPD basis", "total_charge": 0, "e_homo_ev": -8.53, "symbols": ["C", "C", "N", "C", "C", "S", "C", "N", "H", "H", "H", "H", "H", "H"], "xyz": [[-2.68, -0.31, 0.21], [-1.54, -0.67, 0.84], [-0.29, -0.23, 0.41], [0.12, 0.74, -0.54], [1.36, 1.23, -0.62], [2.59, 0.88, 0.55], [3.20, -0.75, 0.01], [3.45, -1.70, -0.58], [-3.70, -0.61, 0.52], [-2.64, 0.33, -0.66], [-1.31, -1.31, 1.59], [0.61, -0.50, 0.94], [-0.66, 0.97, -1.28], [1.50, 1.92, -1.40]]}

## x
{"formula": "C5H6N2S", "method": "the ωB97M-V functional and the def2-TZVPD basis", "total_charge": 0, "e_homo_ev": -9.28, "symbols": ["C", "C", "C", "N", "N", "C", "C", "S", "H", "H", "H", "H", "H", "H"], "xyz": [[-0.70, 1.81, 0.13], [-0.22, 0.47, -0.35], [-0.09, 0.57, -1.78], [0.10, 0.52, -2.91], [-1.03, -0.67, 0.00], [-0.41, -1.61, 0.55], [1.04, -1.53, 0.78], [1.59, 0.18, 0.36], [-0.32, 2.21, 1.14], [-1.89, 1.78, 0.06], [-0.19, 2.54, -0.56], [-0.97, -2.43, 0.68], [1.38, -1.71, 1.77], [1.70, -2.13, 0.12]]}

## y
{"formula": "C5H6N2S", "method": "the ωB97M-V functional and the def2-TZVPD basis", "total_charge": 0, "e_homo_ev": -9.61, "symbols": ["H", "N", "C", "C", "N", "C", "S", "H", "H", "H", "C", "C", "H", "H"], "xyz": [[0.58, 0.95, 1.89], [-0.13, 0.92, 1.16], [0.15, 0.69, -0.06], [1.43, 0.21, -0.52], [2.38, -0.25, -0.84], [-0.82, 0.95, -1.26], [-1.08, 2.80, -1.30], [-0.31, 0.76, -2.15], [-1.78, 0.55, -0.98], [-2.22, 2.58, -0.40], [0.78, -2.07, 1.22], [0.10, -3.04, 1.04], [1.25, -1.16, 1.58], [-0.33, -3.91, 0.62]]}

## z
{"formula": "C5H6N2S", "method": "the ωB97M-V functional and the def2-TZVPD basis", "total_charge": 0, "e_homo_ev": -8.06, "symbols": ["C", "C", "C", "C", "S", "C", "N", "N", "H", "H", "H", "H", "H", "H"], "xyz": [[-2.68, -1.23, 0.00], [-1.41, -0.42, 0.00], [-0.16, -0.92, 0.00], [0.98, -0.07, 0.00], [2.56, -0.56, 0.00], [0.63, 1.36, 0.00], [-0.58, 1.83, 0.00], [-1.57, 0.95, 0.00], [-2.43, -2.28, -0.02], [-3.29, -1.00, -0.89], [-3.29, -1.02, 0.90], [0.02, -2.00, 0.01], [1.43, 2.08, -0.01], [-2.51, 1.33, -0.01]]}

Stability summary - winner: z; margin: 0.0335 hartree.

## w
{"formula": "C9H14S", "method": "the ωB97M-V functional and the def2-TZVPD basis", "total_charge": 0, "e_homo_ev": -8.93, "symbols": ["C", "C", "C", "C", "C", "C", "C", "H", "H", "H", "H", "H", "H", "H", "H", "C", "C", "S", "H", "H", "H", "H", "H", "H"], "xyz": [[-1.02, 0.88, -1.20], [0.25, 1.41, -0.61], [1.16, 1.93, -1.48], [2.30, 2.57, -0.92], [2.64, 2.47, 0.41], [1.85, 1.56, 1.19], [0.66, 1.12, 0.73], [-0.88, 0.09, -1.92], [-1.55, 1.71, -1.74], [-1.75, 0.59, -0.44], [1.23, 1.78, -2.56], [3.06, 3.03, -1.58], [3.55, 2.84, 0.91], [2.08, 1.47, 2.24], [0.06, 0.47, 1.36], [-1.99, -1.86, 0.43], [-1.72, -3.34, 0.41], [-0.03, -3.84, 0.82], [-2.81, -1.48, -0.18], [-1.01, -1.37, 0.33], [-2.20, -1.46, 1.50], [-2.22, -3.94, 1.16], [-2.17, -3.73, -0.50], [0.48, -2.90, 1.66]]}

## x
{"formula": "C9H14S", "method": "the ωB97M-V functional and the def2-TZVPD basis", "total_charge": 0, "e_homo_ev": [-7.08, -7.33], "symbols": ["C", "C", "C", "C", "C", "C", "C", "C", "C", "S", "H", "H", "H", "H", "H", "H", "H", "H", "H", "H", "H", "H", "H", "H"], "xyz": [[0.49, 2.17, 2.33], [0.87, 2.66, 1.29], [-2.64, 0.16, 0.06], [-1.34, 0.31, -0.25], [0.22, 1.15, 3.37], [1.19, 0.09, -2.46], [0.05, -3.46, -1.25], [1.02, -0.18, -0.98], [-0.42, -0.68, -0.64], [-1.06, -2.16, -1.08], [-3.26, 0.91, 0.45], [-3.11, -0.77, -0.24], [-0.90, 1.23, -0.14], [1.10, 0.88, 3.95], [-0.31, 0.39, 2.90], [-0.54, 1.57, 3.97], [0.89, 1.11, -2.77], [0.71, -0.63, -3.12], [2.32, 0.05, -2.72], [1.09, -3.24, -1.30], [-0.43, -4.41, -1.17], [1.19, 3.48, 0.70], [1.66, -1.17, -0.74], [1.19, 0.58, -0.16]]}

## y
{"formula": "C9H14S", "method": "the ωB97M-V functional and the def2-TZVPD basis", "total_charge": 0, "e_homo_ev": -8.91, "symbols": ["C", "C", "C", "C", "C", "C", "C", "H", "H", "H", "H", "H", "H", "H", "H", "C", "C", "S", "H", "H", "H", "H", "H", "H"], "xyz": [[3.00, -1.35, -0.84], [2.35, -0.39, 0.10], [2.00, -0.75, 1.40], [1.34, 0.16, 2.22], [1.08, 1.45, 1.79], [1.40, 1.79, 0.48], [2.05, 0.89, -0.34], [4.05, -1.07, -1.04], [2.52, -1.38, -1.82], [3.10, -2.38, -0.49], [2.35, -1.69, 1.79], [1.16, -0.12, 3.25], [0.44, 2.08, 2.39], [1.28, 2.81, 0.13], [2.29, 1.17, -1.36], [-3.08, -0.49, 0.12], [-3.59, -0.32, -1.29], [-3.90, 1.45, -1.68], [-2.75, -1.52, 0.27], [-3.93, -0.48, 0.81], [-2.30, 0.19, 0.42], [-2.94, -0.73, -2.07], [-4.57, -0.79, -1.36], [-3.37, 1.47, -2.91]]}

## z
{"formula": "C9H14S", "method": "the ωB97M-V functional and the def2-TZVPD basis", "total_charge": 0, "e_homo_ev": -8.92, "symbols": ["C", "C", "C", "C", "C", "C", "C", "H", "H", "H", "H", "H", "H", "H", "H", "C", "C", "S", "H", "H", "H", "H", "H", "H"], "xyz": [[-2.44, -0.58, -1.41], [-1.20, -1.25, -0.90], [-0.54, -0.69, 0.21], [0.52, -1.32, 0.81], [1.05, -2.48, 0.23], [0.37, -3.09, -0.81], [-0.78, -2.49, -1.33], [-2.85, 0.15, -0.71], [-3.22, -1.31, -1.61], [-2.27, -0.04, -2.35], [-1.01, 0.14, 0.74], [0.94, -0.91, 1.71], [1.97, -2.87, 0.63], [0.68, -4.05, -1.19], [-1.26, -2.93, -2.20], [1.68, 2.00, 1.38], [0.41, 2.79, 1.01], [1.02, 4.31, 0.16], [2.52, 2.29, 0.75], [1.70, 0.91, 1.32], [2.07, 2.30, 2.36], [-0.27, 2.22, 0.38], [-0.22, 3.13, 1.84], [1.15, 3.77, -1.05]]}

Stability summary - winner: y; margin: 0.0071 hartree.